Record 1
The following is a quantum chemistry calculation of 4 unconnected molecules or ions with the total composition C34H50B2ClF3N2O14 at a distorted geometry, from the OMol25 dataset.

Last column: Mulliken charge in e.
CARTESIAN COORDINATES (ANGSTROEM)
C1 -4.613 1.263 2.301  -0.77
C2 -5.038 1.053 0.707  -0.30
O1 -3.919 0.337 0.068  -0.12
C3 -4.344 -0.959 -0.499  -0.31
C4 -3.080 -2.042 -0.618  0.20
O2 -2.313 -2.116 0.638  -0.31
C5 -1.057 -2.868 0.480  0.30
C6 0.073 -1.978 -0.374  0.22
N1 -0.181 -0.494 -0.405  -0.03
C7 0.842 0.248 -1.211  -0.33
C8 0.624 1.895 -1.355  0.41
B1 -0.710 2.560 -0.587  0.43
O3 -1.827 3.228 -1.289  -0.64
O4 -0.698 2.397 0.911  -0.24
C9 0.366 3.222 1.506  0.16
C10 1.296 2.408 2.621  -0.93
C11 1.630 2.890 -2.201  0.20
B2 1.439 4.509 -2.416  0.22
C12 1.246 5.643 -1.242  -0.52
O5 1.409 4.987 -3.844  -0.67
C13 2.958 2.142 -2.890  0.35
C14 4.119 2.971 -3.742  -0.76
C15 5.276 3.532 -2.675  -0.53
C16 5.020 5.077 -2.192  0.20
Cl1 6.511 5.931 -1.495  -0.22
C17 3.175 0.494 -2.745  -0.77
C18 2.105 -0.488 -1.916  0.48
N2 2.415 -1.956 -1.916  -0.53
C19 1.337 -2.665 -1.138  0.14
C20 1.492 -4.329 -1.079  -0.15
C21 2.990 -4.830 -0.641  -0.87
C22 3.218 -4.876 1.014  0.74
F1 4.670 -5.238 1.214  -0.27
F2 3.006 -3.495 1.527  -0.24
F3 2.358 -5.905 1.680  -0.25
H1 -4.739 2.382 2.633  0.28
H2 -5.252 0.584 3.015  0.22
H3 -3.488 0.970 2.437  0.19
H4 -5.228 2.124 0.271  0.25
H5 -6.072 0.478 0.644  0.29
H6 -4.712 -0.735 -1.610  0.23
H7 -5.251 -1.454 0.052  -0.05
H8 -3.473 -3.121 -0.938  -0.09
H9 -2.441 -1.659 -1.546  0.27
H10 -0.619 -3.120 1.555  0.25
H11 -1.288 -3.895 -0.059  -0.33
H12 -2.686 3.137 -0.747  0.30
H13 1.120 3.677 0.735  -0.16
H14 -0.122 4.123 2.102  0.25
H15 2.209 3.122 2.904  0.26
H16 0.728 2.204 3.628  0.27
H17 1.797 1.441 2.158  0.20
H18 2.012 5.534 -0.353  0.14
H19 1.313 6.702 -1.782  0.25
H20 0.120 5.562 -0.862  0.24
H21 2.126 5.710 -3.942  0.33
H22 4.688 2.143 -4.387  0.33
H23 3.674 3.814 -4.422  0.27
H24 5.282 2.843 -1.723  0.33
H25 6.343 3.484 -3.171  0.33
H26 4.205 5.061 -1.323  -0.17
H27 4.526 5.740 -3.053  0.17
H28 4.119 0.017 -3.259  0.16
H29 1.332 -4.682 -2.208  0.34
H30 0.678 -4.847 -0.421  0.08
H31 3.864 -4.281 -1.206  0.36
H32 3.068 -5.973 -0.979  0.34
C23 7.238 8.086 2.689  -1.42
C24 5.727 8.209 2.697  0.51
C25 5.087 7.693 3.949  -0.53
O6 3.793 7.323 3.502  -0.30
C26 3.924 7.006 2.177  0.53
O7 3.060 6.460 1.511  -0.55
O8 5.150 7.378 1.702  -0.25
H33 7.632 8.253 1.681  0.34
H34 7.694 8.807 3.373  0.39
H35 7.554 7.079 2.985  0.34
H36 5.431 9.243 2.484  0.25
H37 5.023 8.452 4.733  0.30
H38 5.577 6.800 4.356  0.31
C27 -1.549 -8.891 -2.144  -1.51
C28 -1.708 -7.396 -2.337  0.45
C29 -0.973 -6.576 -1.320  -0.49
O9 -1.731 -5.378 -1.288  -0.15
C30 -3.007 -5.724 -1.640  0.37
O10 -3.975 -4.989 -1.532  -0.63
O11 -3.054 -7.002 -2.122  -0.36
H39 -2.278 -9.436 -2.752  0.38
H40 -0.542 -9.217 -2.420  0.38
H41 -1.733 -9.178 -1.103  0.38
H42 -1.435 -7.115 -3.361  0.31
H43 0.061 -6.372 -1.611  0.34
H44 -0.981 -7.014 -0.316  0.19
C31 -6.185 -5.420 0.932  -1.15
C32 -6.958 -4.235 1.476  0.67
C33 -6.298 -3.570 2.645  -0.30
O12 -7.398 -2.994 3.330  -0.33
C34 -8.482 -3.774 3.036  0.58
O13 -9.560 -3.697 3.601  -0.56
O14 -8.196 -4.653 2.029  -0.39
H45 -6.808 -6.004 0.247  0.37
H46 -5.286 -5.093 0.403  0.11
H47 -5.885 -6.100 1.737  0.36
H48 -7.174 -3.523 0.670  0.20
H49 -5.583 -2.800 2.344  0.10
H50 -5.801 -4.272 3.325  0.35

Structure (SMILES): CCOCCOCc1nc2c(B(O)OCC)c(B(C)O)c(CCCCl)cc2nc1CCC(F)(F)F.C[C@@H]1COC(=O)O1.C[C@@H]1COC(=O)O1.C[C@@H]1COC(=O)O1
2S+1: 1
HOMO level: -8.081 eV
Total charge: 0
Gap between HOMO and LUMO: 6.934 eV

=====

Record 2
The following is a quantum chemistry calculation of a single C5H8O molecule at a distorted geometry, from the OMol25 dataset.

Last column: natural (NBO) charge in e.
CARTESIAN COORDINATES (ANGSTROEM)
C1 2.333 0.840 0.638  -0.38
C2 1.027 0.928 0.856  -0.22
C3 -0.124 0.723 -0.047  -0.37
C4 -0.701 -0.484 -0.192  0.35
C5 -1.956 -0.674 -0.974  -0.67
O1 -0.075 -1.637 0.182  -0.70
H1 3.072 0.969 1.415  0.20
H2 2.643 0.791 -0.402  0.19
H3 0.674 0.970 1.875  0.19
H4 -0.433 1.424 -0.817  0.22
H5 -2.727 0.072 -0.835  0.23
H6 -2.387 -1.632 -0.675  0.23
H7 -1.749 -0.743 -2.041  0.23
H8 0.399 -1.549 1.016  0.49

Structure (SMILES): C=C/C=C(/C)O
ΔE to the lowest compared entry with this formula, charge and spin: 43.38 kcal/mol
2S+1: 1
HOMO level: -8.493 eV
Total charge: 0
Gap between HOMO and LUMO: 9.414 eV

=====

| no. | molecular weight (g mol⁻¹) |
| --- | --- |
| 1 | 824.84 |
| 2 | 84.12 |